# 1
15
Properties=species:S:1:pos:R:3:forces:R:3:lowdin_charge:R:1 method="wB97M-V/def2-TZVPD" lumo_energy_ha=0.0339 smiles="N#CCC/C=C/N" homo_ev=-8.184
N -0.7104 2.3232 0.8770 0.985 -0.739 0.081 0.15
C 0.1900 1.5953 0.8449 -1.022 0.772 0.024 -0.26
C 1.3572 0.7108 0.7925 0.361 -0.121 0.051 -0.19
C 1.0247 -0.7931 0.7192 -0.032 0.081 0.022 -0.21
C -0.0836 -1.1094 -0.2516 -0.142 0.038 -0.063 -0.13
C -0.6702 -0.2201 -1.0660 0.097 -0.096 0.319 -0.24
N -1.9772 -0.3651 -1.5445 0.033 0.014 -0.136 0.04
H 1.9765 1.0091 -0.0588 -0.093 0.075 0.084 0.12
H 1.9153 0.9309 1.7050 0.228 -0.112 -0.124 0.12
H 0.6996 -1.0897 1.7292 -0.072 -0.037 -0.310 0.11
H 1.9371 -1.3815 0.5339 -0.105 0.351 -0.019 0.11
H -0.5367 -2.0940 -0.1458 -0.198 0.215 0.183 0.10
H -0.1697 0.7046 -1.3725 -0.260 -0.281 0.231 0.11
H -2.3445 0.4921 -1.9337 0.031 -0.164 -0.016 0.08
H -2.6081 -0.7130 -0.8287 0.189 0.004 -0.326 0.09


# 2
15
Properties=species:S:1:pos:R:3:forces:R:3:lowdin_charge:R:1 method="wB97M-V/def2-TZVPD" lumo_energy_ha=0.0330 smiles="NC=O.NCN" homo_ev=-9.118
N 1.7221 -0.9115 -3.4662 -0.095 -0.516 0.226 0.08
C 1.0366 0.0340 -2.7128 0.295 -0.520 -0.254 -0.41
O 0.8718 1.1677 -3.0634 0.207 0.302 0.284 0.04
H 1.5587 -1.8827 -3.2356 0.205 0.244 0.306 0.08
H 2.6690 -0.7314 -3.7590 -0.211 0.364 -0.377 0.09
H 0.6715 -0.3769 -1.7524 -0.417 0.126 -0.172 0.12
N -1.5739 -0.6973 2.0266 -0.003 -0.016 -0.733 -0.03
C -0.4242 0.2271 2.0792 -0.496 -0.966 0.781 -0.40
N -0.7012 1.5256 1.5555 0.484 -0.420 -0.235 0.00
H -2.4328 -0.3075 2.3898 0.156 -0.043 0.287 0.05
H -1.3538 -1.5953 2.4425 -0.215 0.178 0.065 0.05
H 0.3451 -0.2662 1.4948 0.329 0.073 -0.148 0.09
H -0.0768 0.2579 3.1207 0.260 0.619 -0.211 0.10
H -1.1438 2.1323 2.2239 -0.394 0.081 -0.263 0.06
H -1.1682 1.4243 0.6562 -0.104 0.492 0.442 0.07


# 3
28
Properties=species:S:1:pos:R:3:forces:R:3:lowdin_charge:R:1 method="wB97M-V/def2-TZVPD" lumo_energy_ha="-0.3248 / -0.3511" charge=+2 homo_ev="-15.442 / -15.369"
Ti 0.3898 -0.5426 -0.8760 -3.092 2.885 2.220 0.54
O 3.5862 4.5244 -1.4670 0.175 0.520 -0.197 0.19
C 2.9411 3.4364 -1.1843 -0.530 -0.957 0.268 -0.25
C 3.3333 2.4890 -0.2129 -0.063 -0.088 0.029 0.07
C 2.5967 1.3450 -0.0351 0.534 0.196 0.281 -0.05
N 1.4816 1.0879 -0.7537 0.455 1.097 -0.106 -0.18
C 1.0740 2.0234 -1.6358 -0.153 0.258 -0.232 -0.60
Br -0.5938 1.4868 -2.4573 0.581 0.341 0.118 0.98
C 1.7388 3.1828 -1.9029 -0.033 0.047 -0.050 0.05
H 4.4072 4.6898 -0.9702 -0.220 -0.221 0.001 0.17
H 4.2109 2.6609 0.3924 0.077 -0.056 0.042 0.14
H 2.8748 0.5880 0.6986 0.029 0.219 -0.182 0.15
H 1.3956 3.9105 -2.6268 -0.083 -0.087 -0.004 0.15
Cl -1.4076 -2.0448 -1.2198 -0.707 -0.664 -0.588 0.88
C -2.2912 -2.1450 0.2754 -0.684 -0.194 1.107 -0.57
C -3.3180 -3.0554 0.4163 0.332 0.141 -0.406 -0.05
C -3.9774 -3.1412 1.6429 0.267 0.188 -0.075 0.00
C -3.5919 -2.3488 2.7063 0.129 0.188 0.115 -0.05
C -2.5614 -1.4194 2.5635 -0.096 -0.220 -0.518 -0.66
Cl -2.0872 -0.4319 3.8680 -0.079 -0.006 0.148 0.78
C -1.9008 -1.2982 1.3206 0.061 0.185 0.257 -0.63
S -0.6588 -0.0972 1.1180 0.003 -0.480 -0.303 0.83
H -3.6030 -3.6954 -0.4031 -0.036 -0.065 -0.111 0.13
H -4.7892 -3.8429 1.7533 -0.045 -0.068 0.039 0.14
H -4.0863 -2.4434 3.6607 -0.032 0.046 0.083 0.13
O 1.0648 -1.3631 -2.4289 0.612 -1.119 -1.678 -0.17
N 2.0146 -1.8226 -1.7425 1.416 -0.915 -0.951 0.01
O 1.7572 -1.7331 -0.4999 1.182 -1.171 0.694 -0.13


The records above give, respectively, energy relative to the best compared isomer or geometry (same formula, charge and spin) values of 27.1, 25.8, 13.4 kcal/mol.
The records above give, respectively, largest force on an atom values of 1.28, 1.34, 4.78 eV/Å.